Record 1
# C35H56BF15NO13

6 unconnected molecules or ions with the total composition C35H56BF15NO13 at a distorted geometry (the ωB97M-V functional and the def2-TZVPD basis, OMol25).

Structure (XYZ):
```
121
Properties=species:S:1:pos:R:3:forces:R:3:mulliken_charge:R:1
H 11.151713 -6.167617 0.538715 -0.096 0.005 -0.009 0.292
H -12.513767 6.815416 0.703050 -0.171 0.007 0.009 0.326
C 1.300551 -3.691743 -1.146265 0.117 0.820 -0.021 -0.940
H 7.163910 -3.330713 -0.570626 -0.093 0.142 0.061 0.409
H -12.991117 9.171840 1.412938 0.038 -0.014 -0.079 0.297
H -11.249116 8.882484 1.365759 0.022 -0.042 -0.004 0.181
H 0.642938 -1.738729 -0.530493 0.112 0.066 0.040 0.005
H 4.228742 -1.767319 4.480798 -0.125 -0.216 -0.145 0.341
O -14.946493 7.358059 0.810092 -0.112 -0.014 0.040 -0.507
F -9.113081 9.999131 -0.263041 -0.011 -0.077 -0.016 -0.268
O -3.121050 -4.333165 -4.567643 0.091 -0.049 -0.036 -0.520
H 6.131252 -1.167033 3.167254 0.015 -0.142 0.027 0.661
C -6.743567 5.405836 -1.127196 -0.247 0.106 -0.134 -0.979
H -0.844625 -3.311295 1.307655 -0.019 -0.129 0.056 0.355
C -3.454687 1.963843 -3.129075 0.208 -0.091 0.246 0.340
H 4.367082 0.767308 1.629128 -0.069 -0.056 -0.083 0.192
H 8.866870 -0.001501 -0.132650 0.011 0.170 -0.156 0.261
H 9.888865 -1.995830 -0.472559 0.060 -0.003 0.079 0.284
C 4.127468 -0.888968 3.841029 -0.090 0.495 -0.163 -1.368
H 1.187188 -3.450831 -2.210909 -0.009 -0.246 -0.110 0.313
C 8.246657 -3.320099 -0.456803 0.469 -0.222 -0.197 -0.571
C -12.175276 8.608459 1.865983 -0.278 0.144 0.100 -0.986
H -4.100272 -0.600530 -4.894373 -0.059 0.024 -0.024 0.268
F 13.930991 -9.191944 4.066779 -0.079 -0.009 -0.020 -0.243
C -14.750287 6.902170 1.897689 0.289 0.030 -0.065 0.347
C -0.842546 2.355461 -1.468311 -0.046 0.092 -0.204 -0.691
H 9.373578 -6.799600 2.182434 0.051 -0.158 -0.014 0.289
C 12.119788 -7.794479 3.461386 -0.218 0.195 -0.095 0.337
H 1.037879 -4.735371 -0.988872 0.047 -0.116 0.027 0.394
H -2.344691 1.538245 -0.169350 -0.134 0.071 -0.033 0.295
C -2.910224 -3.791522 -5.611362 -0.244 0.118 0.046 0.393
H -11.588805 6.561895 2.174377 -0.108 -0.072 0.103 0.310
H -0.617018 -2.889522 -0.860115 -0.056 0.034 -0.015 0.326
O -2.802717 1.273744 -3.858157 -0.078 0.060 -0.081 -0.539
O 2.657991 -0.899717 0.701313 0.185 0.071 -0.280 -0.853
H -5.692000 6.941366 -0.045282 -0.046 0.144 -0.079 0.330
O 12.562048 -6.873101 4.082228 0.083 -0.089 0.032 -0.507
H -0.587021 2.378966 -2.529238 -0.001 -0.082 0.013 0.279
H -2.021715 0.545876 -1.587168 -0.077 0.040 -0.141 0.291
C -9.370205 8.969657 -1.087018 -0.095 0.195 -0.199 0.915
H 2.015581 -1.011444 4.167828 -0.074 0.049 0.070 0.298
C -4.732178 2.688519 -3.595497 -0.117 0.077 -0.140 0.920
F -4.799843 2.736070 -4.924882 0.017 -0.012 0.099 -0.266
H 7.586240 -1.250988 1.454744 -0.133 -0.268 0.059 0.176
C 7.536992 -4.125024 1.666271 0.318 -0.016 0.196 -0.448
O 11.069848 -7.795386 2.660227 0.060 -0.125 0.099 -0.319
F -17.061627 6.833690 2.393264 0.068 -0.041 0.022 -0.239
H 2.916945 -2.631247 -0.985497 -0.046 0.009 0.348 0.249
H -0.019926 1.892956 -0.910499 -0.147 0.150 -0.105 0.151
C 0.357864 -2.778449 -0.371239 -0.269 -0.458 -0.074 0.034
C 8.127300 -0.707063 -0.519439 0.393 -0.069 0.299 -1.062
F -2.074534 -4.880903 -7.531454 0.009 0.035 0.033 -0.260
F -1.140678 -2.996955 -6.994688 -0.018 -0.086 0.013 -0.242
F -4.786007 3.943689 -3.127975 -0.004 -0.070 -0.088 -0.250
B 2.256205 -1.601208 2.058216 -0.578 -0.896 1.124 0.956
C 0.217427 -3.109244 1.127573 -0.384 0.381 -0.196 -0.720
H 6.302084 -1.556128 0.251219 -0.015 -0.180 0.146 0.089
C -4.875338 -2.511314 -5.513106 -0.430 0.184 0.176 -0.368
C 8.880942 -2.003690 -0.887400 -0.248 -0.151 -0.090 -0.724
O -13.583536 6.721824 2.493712 -0.141 -0.094 -0.003 -0.318
F -8.850570 9.255615 -2.284939 -0.053 -0.010 0.097 -0.255
H 12.053402 -5.364552 1.820711 -0.031 0.001 0.073 0.345
C 6.414957 0.466945 0.923288 -0.422 -0.148 -0.416 -1.392
H 4.411104 -0.037273 4.474307 0.018 -0.042 0.148 0.418
C 12.710732 -9.216765 3.534564 0.120 -0.094 -0.010 0.880
H -7.757729 5.023412 -1.242976 0.006 -0.025 0.078 0.334
H 2.866847 -2.658915 2.072596 0.172 0.112 -0.174 -0.333
O -7.452046 7.702175 -0.690362 -0.098 0.115 0.025 -0.324
H 0.440088 -2.329898 3.093882 0.034 0.059 0.121 0.242
C 10.376040 -6.532745 2.509514 -0.296 0.386 -0.131 -0.240
C -6.708279 6.575467 -0.170540 0.333 -0.361 0.147 -0.317
F 11.933073 -9.995416 4.302946 0.031 0.028 -0.039 -0.255
H -0.961671 3.386687 -1.130103 0.006 -0.038 0.089 0.288
H 6.869722 -4.775454 1.099281 -0.078 0.008 -0.052 0.375
C -1.690619 -4.109883 -6.498778 0.171 0.001 0.005 0.864
F -10.691605 8.868372 -1.220636 0.103 -0.096 0.075 -0.227
C -12.414642 7.121606 1.742622 0.508 0.116 -0.149 -0.168
H 0.019037 -1.112345 1.916131 -0.058 0.045 -0.039 0.305
F -0.766590 -4.767676 -5.807572 -0.068 0.028 -0.057 -0.232
H -6.386216 5.707190 -2.110662 0.091 -0.009 0.028 0.308
O 2.662918 -3.535583 -0.767454 0.010 -0.290 -0.268 -0.411
O -3.669599 -2.885759 -6.210602 0.100 -0.103 -0.063 -0.323
H -3.949455 -1.858580 -3.675121 -0.051 -0.042 0.021 0.320
H 5.612842 1.096219 2.808482 -0.163 0.197 -0.017 0.323
C -4.598326 -1.464754 -4.457139 0.244 -0.029 -0.007 -0.994
C -2.106470 1.570998 -1.229796 0.404 -0.157 0.294 -0.185
H -6.110753 4.600343 -0.758306 0.034 0.017 0.012 0.324
H 8.634210 -4.107778 -1.114396 -0.022 -0.068 0.001 0.393
C 2.676582 -0.698461 3.354195 0.183 -0.234 -0.118 -0.915
H -12.111046 8.905417 2.913524 0.082 -0.065 0.010 0.348
O -9.394580 6.826868 0.045480 -0.208 0.173 -0.015 -0.502
H 10.293421 -6.044337 3.479549 0.142 -0.074 0.054 0.331
C 2.087416 0.192059 0.481602 -0.086 0.175 0.058 0.708
H 5.958025 0.842370 0.002634 0.053 0.103 -0.041 0.250
C 11.051978 -5.645898 1.492070 0.363 -0.056 -0.030 -0.667
C 5.154460 -0.943570 2.719392 0.532 0.192 0.075 0.053
F -15.904985 5.045755 2.792519 0.003 0.058 0.010 -0.254
F 12.792759 -9.778873 2.322482 0.009 0.012 0.083 -0.247
H 0.737672 -4.045725 1.336551 0.238 0.055 0.101 0.380
H 9.009986 -2.072083 -1.969219 0.002 0.136 -0.080 0.386
H 7.705401 -0.247892 -1.414097 -0.175 -0.026 -0.016 0.408
H 10.465651 -4.740212 1.336091 -0.034 -0.095 0.014 0.013
H -5.536964 -2.116819 -6.281664 0.126 -0.009 -0.109 0.327
H 7.952085 -4.703263 2.492654 0.055 -0.007 0.019 0.227
H -5.532901 -1.139107 -3.999453 -0.025 -0.016 -0.023 0.419
H 6.978992 -3.290885 2.092981 -0.180 0.009 -0.095 -0.032
C -8.758655 7.678065 -0.506637 0.293 -0.217 0.054 0.378
O -3.264802 2.203168 -1.850511 -0.158 -0.008 -0.073 -0.259
H -7.091256 6.306997 0.812901 -0.155 0.059 -0.039 0.319
F -5.821766 2.037646 -3.149464 0.058 0.034 0.002 -0.273
H 7.189832 1.189731 1.185365 0.049 0.031 0.107 0.417
C 7.077216 -0.863463 0.573327 0.101 0.431 -0.135 0.629
C 5.316249 0.405891 2.013171 0.508 -0.005 0.432 -0.464
H -5.344099 -3.399533 -5.090953 0.146 -0.071 0.018 0.341
N 1.557301 1.206495 0.277608 0.130 0.011 -0.042 -0.891
O 8.624137 -3.663003 0.877120 -0.519 0.140 -0.010 -0.305
H 2.482716 0.373668 3.234819 -0.058 0.049 -0.177 0.372
C 0.661755 -1.989833 2.077565 0.410 0.023 -0.284 -0.970
H 4.949641 -1.748339 2.015582 -0.258 -0.018 -0.008 0.068
C -15.880001 6.386809 2.811585 -0.131 0.019 0.068 0.872
F -15.704325 6.782429 4.078181 -0.035 -0.033 -0.069 -0.247
```
Forces are in eV/Å.

E_HOMO: -5.86 eV
net charge: -1
orbital gap: 7.52 eV
lowest unoccupied orbital energy: 1.66 eV

Record 2
# CH3F2PS

2 unconnected molecules or ions with the total composition CH3F2PS at a distorted geometry (the ωB97M-V functional and the def2-TZVPD basis, OMol25).

Structure (XYZ):
```
8
Properties=species:S:1:pos:R:3:forces:R:3:mulliken_charge:R:1
H -2.575293 1.296882 1.516729 -0.540 -1.006 -1.785 0.032
H 0.618612 -0.569405 -0.688138 -1.455 0.114 -0.198 0.225
F -1.721510 1.175508 -0.663538 -0.360 0.379 -0.227 -0.192
S 1.780457 1.191221 0.515860 -0.472 -1.483 -0.771 -0.174
C 1.518081 -0.225827 -0.259763 0.904 1.870 0.908 -0.340
F -1.972685 -0.761029 0.587075 -0.662 0.020 0.076 -0.231
H 2.302943 -0.913878 -0.450869 0.996 -0.487 0.085 0.281
P -2.886444 0.504208 0.186812 1.588 0.593 1.911 0.399
```
Forces are in eV/Å.

E_HOMO: -8.83 eV
orbital gap: 8.46 eV
lowest unoccupied orbital energy: -0.38 eV
structure (SMILES): C=S.FPF

Record 3
# C4H4ClO3S

2 unconnected molecules or ions with the total composition C4H4ClO3S at a distorted geometry (the ωB97M-V functional and the def2-TZVPD basis, OMol25).

Structure (XYZ):
```
13
Properties=species:S:1:pos:R:3:forces:R:3:mulliken_charge:R:1
H -1.427013 -1.136943 -0.921408 -0.376 -0.941 -0.457 0.322
C 2.432400 0.569509 -0.245687 -1.982 -0.703 0.040 0.439
C -1.437093 0.145620 0.801439 -1.697 1.621 -1.304 -0.435
C -1.247104 -0.113452 -0.715077 -0.494 1.432 1.371 -0.540
O 2.920210 0.192071 -1.268870 0.766 -0.673 -2.411 -0.525
Cl 0.837276 -2.422648 0.303908 0.057 -0.391 0.033 -0.501
H -1.895390 0.607008 -1.207303 -0.043 -0.357 -0.677 0.331
H -1.618520 -0.761570 1.210585 -0.720 -2.926 1.447 0.316
O 0.060099 0.204639 -1.043184 -0.439 0.387 -3.702 -0.344
H -2.421509 0.727376 0.937467 1.901 -0.086 0.191 0.310
O 2.772578 1.133482 0.757860 1.198 1.320 2.534 -0.557
S 0.132368 0.642865 1.460192 0.302 1.177 0.344 -0.165
C 0.891693 0.212038 -0.069926 1.526 0.139 2.591 0.350
```
Forces are in eV/Å.

E_HOMO (alpha / beta): -2.46 / -4.37 eV
net charge: -1
orbital gap (alpha / beta): 5.75 / 4.69 eV
2S+1: 3
lowest unoccupied orbital energy (alpha / beta): 3.29 / 0.31 eV

What are the ΔE to the lowest compared entry with this formula, charge and spin values for these records? In order: 0.000; 1.874; 0.207 eV.